{
  "formula": "C39H57IrN7O2",
  "method": "ωB97M-V with the def2-TZVPD basis set",
  "elements": ["Ir", "C", "C", "C", "C", "C", "C", "C", "C", "C", "C", "C", "C", "C", "C", "C", "C", "C", "H", "H", "H", "H", "H", "H", "H", "H", "H", "H", "H", "H", "H", "H", "H", "H", "H", "H", "H", "H", "H", "H", "H", "H", "H", "H", "H", "H", "H", "O", "N", "O", "C", "C", "C", "C", "C", "C", "N", "C", "C", "N", "C", "C", "C", "C", "H", "H", "H", "H", "H", "H", "H", "C", "N", "C", "N", "C", "N", "C", "N", "C", "C", "H", "H", "H", "H", "H", "H", "H", "H", "H", "H", "H", "H", "C", "C", "C", "C", "H", "H", "H", "H", "H", "H", "H", "H", "H"],
  "xyz": [[-0.6267, 0.3648, -0.7259], [0.1895, -2.4396, -1.5263], [-0.2954, -1.3997, -2.4369], [-1.6178, -1.0156, -1.9772], [-1.6892, -1.5447, -0.6235], [-0.6517, -2.5700, -0.4709], [-0.6694, -3.6674, 0.5717], [0.7316, -4.0931, 1.0254], [-1.5085, -3.2745, 1.7916], [-1.3413, -4.8775, -0.1115], [-2.9036, -0.6083, -2.7186], [-4.0054, -0.2277, -1.7161], [-3.4297, -1.8419, -3.4725], [-2.7398, 0.5901, -3.6558], [0.4649, -1.1215, -3.7481], [0.8674, 0.3512, -3.8916], [-0.3442, -1.5469, -4.9831], [1.7750, -1.9261, -3.7929], [1.0949, -3.0011, -1.6764], [-2.6254, -1.6343, -0.0922], [1.1826, -3.3730, 1.7121], [1.4043, -4.2416, 0.1794], [0.6676, -5.0409, 1.5616], [-1.1707, -2.3307, 2.2289], [-1.4284, -4.0432, 2.5612], [-2.5655, -3.1805, 1.5373], [-0.7126, -5.2659, -0.9127], [-2.3061, -4.5994, -0.5400], [-1.5075, -5.6713, 0.6187], [-4.3697, -1.0875, -1.1545], [-4.8531, 0.1930, -2.2573], [-3.6485, 0.5281, -1.0104], [-3.4608, -2.7058, -2.8052], [-2.8270, -2.1059, -4.3357], [-4.4463, -1.6506, -3.8205], [-2.6598, 1.5116, -3.0715], [-3.6186, 0.6835, -4.2959], [-1.8671, 0.5238, -4.2967], [0.0125, 1.0253, -3.8834], [1.3977, 0.4871, -4.8355], [1.5458, 0.6342, -3.0864], [-1.2483, -0.9632, -5.1246], [-0.6125, -2.6033, -4.9321], [0.2754, -1.4052, -5.8697], [2.4485, -1.6528, -2.9760], [2.2866, -1.7081, -4.7302], [1.6009, -3.0005, -3.7619], [5.6378, 4.7598, -1.2750], [4.6432, 4.5205, -1.9159], [4.2839, 5.0996, -2.9199], [3.7894, 3.4085, -1.4398], [4.4173, 2.3910, -0.8227], [3.6824, 1.2499, -0.3717], [4.2967, 0.1420, 0.2417], [3.5148, -0.9105, 0.6371], [2.1301, -0.8462, 0.4333], [1.5316, 0.1830, -0.1371], [2.2986, 1.2194, -0.5518], [1.6393, 2.3136, -1.2112], [0.2985, 2.1964, -1.3843], [-0.3456, 3.1698, -2.0077], [0.2899, 4.3276, -2.4555], [1.6455, 4.4613, -2.2918], [2.3671, 3.4233, -1.6697], [5.4881, 2.4399, -0.6752], [5.3693, 0.1331, 0.3886], [3.9404, -1.7863, 1.1065], [1.4905, -1.6586, 0.7395], [-1.4031, 3.0123, -2.1783], [-0.2876, 5.0964, -2.9489], [2.1569, 5.3382, -2.6567], [-1.6478, 0.7508, 2.1571], [-1.0656, 1.5092, 1.2004], [-0.1039, 2.5498, 1.7187], [-0.5813, 3.1952, 2.9172], [-0.8547, 2.1751, 3.9047], [-1.8591, 1.1992, 3.3951], [-3.2174, 2.0389, 3.1455], [-2.8496, 3.0075, 2.1775], [-2.5327, 2.4621, 0.9503], [-1.8004, 3.9419, 2.6618], [-0.0255, -0.5625, 4.0938], [-2.2437, -0.0864, 1.7975], [0.0367, 3.2832, 0.9281], [0.8420, 2.0427, 1.9033], [-1.2545, 2.6193, 4.8138], [0.0479, 1.6228, 4.1564], [-3.4545, 2.4613, 4.1160], [-3.9812, 1.3485, 2.8004], [-2.1691, 3.1740, 0.2182], [-3.2494, 1.7548, 0.5487], [-2.1475, 4.4176, 3.5763], [-1.6355, 4.7037, 1.9023], [1.5438, -2.6109, 5.1725], [1.9621, -1.3121, 4.4923], [2.2727, -0.2249, 5.5164], [0.8726, -0.8386, 3.5321], [2.3234, -2.9708, 5.8437], [1.3393, -3.3972, 4.4432], [0.6387, -2.4594, 5.7663], [2.8710, -1.5017, 3.9100], [1.3946, -0.0252, 6.1375], [2.5724, 0.7093, 5.0333], [3.0814, -0.5254, 6.1820], [1.2184, 0.0222, 2.9462], [0.5869, -1.6312, 2.8396]],
  "forces_ev_per_angstrom": [[-0.016, 0.107, 0.229], [-0.016, 0.006, 0.136], [0.025, 0.360, 0.145], [-0.199, -0.293, -0.227], [-0.116, 0.078, -0.044], [0.191, -0.062, -0.083], [-0.036, -0.020, -0.011], [-0.024, -0.022, -0.031], [-0.003, 0.038, -0.002], [-0.009, 0.047, 0.018], [0.030, 0.102, 0.016], [0.044, -0.009, -0.013], [0.011, -0.024, 0.016], [0.004, 0.029, 0.035], [-0.009, 0.049, -0.030], [-0.035, -0.022, -0.054], [0.019, -0.082, 0.005], [-0.022, 0.056, 0.065], [0.031, -0.010, -0.038], [-0.043, 0.047, -0.019], [0.010, -0.010, -0.001], [-0.004, -0.008, 0.015], [0.007, 0.003, 0.009], [-0.050, -0.052, -0.025], [-0.002, 0.001, 0.009], [-0.006, -0.005, -0.004], [-0.005, 0.004, -0.005], [-0.007, -0.009, 0.006], [0.002, -0.007, -0.004], [-0.005, 0.001, 0.008], [-0.006, -0.007, 0.002], [0.007, 0.026, -0.007], [-0.018, -0.004, -0.006], [0.052, 0.008, -0.004], [0.006, 0.001, -0.018], [0.015, -0.002, -0.013], [-0.010, 0.003, 0.012], [-0.096, 0.052, 0.039], [0.020, -0.004, 0.033], [-0.018, 0.007, -0.019], [0.011, -0.027, -0.048], [0.054, -0.104, -0.035], [-0.021, 0.007, 0.006], [0.007, -0.028, -0.007], [-0.014, -0.021, 0.020], [0.014, 0.021, 0.012], [-0.009, -0.027, -0.006], [0.002, -0.055, -0.014], [-0.041, 0.094, 0.064], [0.051, -0.032, -0.028], [0.035, -0.056, 0.000], [0.030, 0.040, -0.018], [0.000, -0.004, -0.003], [-0.015, -0.001, 0.008], [-0.007, 0.015, 0.008], [0.001, -0.021, 0.044], [0.051, 0.029, -0.069], [0.043, -0.010, 0.028], [-0.017, 0.085, -0.004], [0.034, -0.133, -0.021], [-0.023, 0.001, 0.008], [0.004, -0.021, 0.005], [-0.029, 0.033, -0.024], [-0.028, 0.013, -0.002], [0.004, -0.007, 0.003], [0.002, -0.001, 0.000], [0.002, -0.004, -0.002], [0.004, 0.032, -0.039], [-0.002, 0.006, 0.019], [0.000, -0.003, -0.002], [-0.018, -0.019, 0.020], [0.038, 0.034, -0.217], [0.311, -0.500, -0.023], [-0.011, 0.118, 0.018], [-0.017, -0.001, -0.021], [0.064, 0.012, 0.033], [-0.247, 0.231, 0.033], [0.225, -0.299, 0.204], [0.075, 0.027, -0.208], [-0.324, 0.262, 0.103], [0.007, 0.017, 0.010], [0.025, -0.053, 0.022], [0.001, -0.018, 0.004], [-0.004, -0.017, -0.025], [-0.013, -0.018, -0.001], [-0.011, -0.013, 0.007], [-0.019, 0.015, -0.013], [-0.062, 0.028, -0.018], [-0.039, 0.035, -0.001], [0.058, -0.040, -0.022], [0.032, -0.042, 0.012], [0.001, -0.001, 0.000], [0.003, -0.005, -0.002], [-0.002, 0.011, -0.007], [0.019, 0.066, 0.029], [0.004, -0.017, -0.033], [0.034, -0.100, 0.031], [-0.003, 0.000, 0.003], [0.000, -0.004, 0.000], [-0.002, -0.001, 0.002], [-0.009, -0.015, -0.014], [-0.002, 0.006, 0.007], [0.008, 0.006, 0.005], [-0.002, 0.005, 0.003], [-0.045, 0.035, 0.016], [0.062, 0.064, -0.002]],
  "molar_mass_g_mol": 848.1,
  "homo_lumo_gap_ha": [0.2080, 0.2027],
  "largest_force_ha_per_bohr": 0.0115,
  "relative_energy_kcal_mol": 76.6,
  "e_homo_ev": [-12.7, -12.6],
  "e_tot_ha": -2157.697296,
  "s_squared": 0.762,
  "multiplicity": 2,
  "total_charge": 2
}